1.
# C4H8O2

One molecule with the formula C4H8O2 (wB97M-V/def2-TZVPD, OMol25).

XYZ file:
```
14
Properties=species:S:1:pos:R:3:forces:R:3:lowdin_charge:R:1
C -1.059815 -0.210720 -0.552721 0.1 0.0 0.4 -0.279
C 0.435339 -0.526465 -0.598486 0.0 0.0 -0.1 -0.159
O -1.692744 -0.500276 -1.781394 0.0 0.1 -0.2 -0.060
C 1.172471 -0.186876 0.684275 -0.1 -0.2 0.0 -0.186
H 0.748546 -0.697815 1.558191 0.0 0.1 -0.1 0.120
H 0.899540 0.025337 -1.425914 -0.1 -0.1 0.1 0.124
H -1.221107 0.839770 -0.264085 0.0 -0.2 -0.1 0.112
C 0.193842 1.767765 1.703866 0.2 -0.4 -0.1 0.038
H 2.238277 -0.414562 0.606786 -0.2 0.0 0.0 0.126
H 0.566315 -1.594046 -0.810590 0.0 0.1 0.0 0.126
H -1.554669 -0.833559 0.201160 0.1 0.1 -0.1 0.127
H -0.363610 0.898601 2.168786 0.1 0.2 0.0 0.009
O 1.084279 1.243892 0.919541 -0.2 0.3 0.2 -0.189
H -1.446665 0.188954 -2.409415 -0.1 -0.1 0.0 0.091
```
Positions in Å, forces in eV/Å.

Results
lowest unoccupied orbital energy: 0.0245 Ha
ΔE to the lowest compared entry with this formula, charge and spin: 400.1 kJ/mol
spin multiplicity: 1
HOMO level: -8.71 eV

2.
# C4H8O2

C4H8O2 as an isolated structure (wB97M-V/def2-TZVPD, OMol25).

XYZ file:
```
14
Properties=species:S:1:pos:R:3:forces:R:3:lowdin_charge:R:1
C 1.015153 -0.097233 -0.247200 0.1 -0.3 -0.2 -0.279
H -0.488485 -1.262444 -1.337490 0.1 0.1 0.1 0.150
H 1.721147 -0.355285 -1.053051 -0.1 0.1 0.0 0.158
C -0.112186 1.348264 0.142291 -0.1 0.1 -0.2 -0.038
H -0.079451 2.315422 -0.386808 0.1 -0.1 0.1 0.066
H -1.928192 0.570482 -0.969335 0.1 0.0 0.1 0.102
O 1.717569 -0.201800 0.938698 -0.1 0.1 0.1 -0.025
O -0.417215 -1.883819 0.583626 0.1 0.0 0.2 -0.005
H 0.744142 0.997866 -0.782866 -0.1 0.2 0.0 0.117
H -1.881209 0.251536 0.776769 0.1 0.1 -0.1 0.109
C -0.347878 -0.837793 -0.337036 0.0 0.1 -0.3 -0.357
H 0.238562 -1.690477 1.272234 -0.1 -0.1 0.0 0.091
H 1.233723 0.447134 1.492020 0.2 -0.1 0.1 0.104
C -1.261570 0.381656 -0.116569 -0.2 -0.1 0.1 -0.192
```
Positions in Å, forces in eV/Å.

Results
lowest unoccupied orbital energy: 0.0311 Ha
ΔE to the lowest compared entry with this formula, charge and spin: 543.1 kJ/mol
spin multiplicity: 1
HOMO level: -8.47 eV

3.
# C4H8O2

One molecule with the formula C4H8O2 (wB97M-V/def2-TZVPD, OMol25).

XYZ file:
```
14
Properties=species:S:1:pos:R:3:forces:R:3:lowdin_charge:R:1
H 1.685836 1.624731 -0.873016 0.0 -0.2 0.2 0.099
C 0.265413 -1.103871 0.240298 0.0 -0.2 0.1 -0.215
H -1.281698 -0.011943 1.407292 0.1 0.0 -0.2 0.116
H -1.507433 -0.077811 -1.686891 -0.1 0.1 0.1 0.133
C -1.163596 -0.549175 0.460170 0.0 0.1 0.1 -0.118
C 1.474834 0.922357 -0.060414 0.2 0.2 0.1 -0.102
H 0.818262 -1.222410 1.182606 -0.2 0.0 -0.1 0.123
O -1.352566 1.610120 -0.597250 -0.3 -0.5 0.0 0.045
H 0.222303 -2.085502 -0.241367 0.0 0.2 0.0 0.123
H 0.756842 1.409987 0.611710 0.1 -0.2 -0.1 0.087
C -1.376620 0.406518 -0.698941 -0.1 0.3 0.0 -0.278
H -1.909658 -1.354718 0.421500 0.2 0.2 0.0 0.114
H 2.397900 0.692722 0.485153 -0.1 0.1 0.0 0.091
O 0.970179 -0.261008 -0.650856 0.1 -0.1 -0.1 -0.217
```
Positions in Å, forces in eV/Å.

Results
SMILES: COCCC=O
lowest unoccupied orbital energy: 0.0367 Ha
ΔE to the lowest compared entry with this formula, charge and spin: 174.9 kJ/mol
spin multiplicity: 1
HOMO level: -9.74 eV

4.
# C4H8O2

A 2-piece molecular cluster, C4H8O2 overall in a non-equilibrium geometry (wB97M-V/def2-TZVPD, OMol25).

XYZ file:
```
14
Properties=species:S:1:pos:R:3:forces:R:3:lowdin_charge:R:1
C -0.455175 0.939164 -1.997811 0.1 -0.1 -1.1 -0.282
H 1.332895 0.086886 -2.727759 0.4 -0.2 -0.5 0.076
O -1.036800 -0.565347 1.575969 -0.8 -0.5 0.7 -0.038
C 0.197349 -0.724428 2.137809 -1.9 0.9 0.2 -0.283
H 1.299391 0.358812 -0.995893 0.6 -0.6 1.6 0.031
H 0.111014 -0.438441 3.211940 0.9 -0.3 -0.8 0.123
C 1.221120 -1.189897 1.470678 2.2 -1.9 0.1 -0.018
C 1.064664 0.751499 -1.929382 -2.4 0.9 -1.3 -0.026
H -0.913168 1.275496 -3.018475 0.7 -0.4 1.3 0.139
H -1.089288 0.079025 0.875353 0.4 0.2 -0.8 0.043
H 1.439916 1.748237 -2.087388 0.7 0.3 -0.1 0.079
H 2.133038 -1.352831 2.037909 0.0 0.3 0.2 0.044
O -1.185626 0.738502 -1.066747 -0.2 0.1 0.1 0.032
H 1.297854 -1.800447 0.542767 -0.9 1.2 0.4 0.079
```
Positions in Å, forces in eV/Å.

Results
SMILES: C=CO.CC=O
lowest unoccupied orbital energy: 0.0355 Ha
ΔE to the lowest compared entry with this formula, charge and spin: 236.2 kJ/mol
spin multiplicity: 1
HOMO level: -9.28 eV

5.
# C4H8O2

A 2-piece molecular cluster, C4H8O2 overall (wB97M-V/def2-TZVPD, OMol25).

XYZ file:
```
14
Properties=species:S:1:pos:R:3:forces:R:3:lowdin_charge:R:1
H -1.961747 1.232281 0.988248 0.1 -0.1 0.0 0.130
H -1.708108 -1.246147 0.010852 0.1 0.1 0.1 0.112
H 0.720045 -1.662304 1.246441 0.0 0.1 -0.1 0.112
H 0.286128 0.264640 -2.470584 -0.2 0.0 -0.1 0.032
C 1.163369 0.427281 0.707027 0.2 -0.1 -0.1 -0.162
C -1.065112 0.643766 0.831856 -0.2 -0.2 0.0 -0.161
C -0.919694 -0.588724 0.349042 -0.1 0.1 0.2 -0.109
H 1.544163 0.886404 -0.216700 -0.1 -0.1 0.1 0.118
O 0.095133 1.259405 1.197412 0.0 0.1 0.1 -0.081
O -0.678788 0.225272 -2.468607 0.2 0.1 -0.1 -0.064
H 1.962882 0.427565 1.450120 -0.1 0.0 -0.1 0.121
H -0.920073 0.482319 -1.566266 0.0 -0.1 -0.1 -0.004
C 0.544206 -0.952333 0.429127 0.1 -0.1 0.0 -0.154
H 0.937596 -1.399427 -0.487965 -0.1 0.1 0.1 0.109
```
Positions in Å, forces in eV/Å.

Results
SMILES: C1=COCC1.O
lowest unoccupied orbital energy: 0.0311 Ha
ΔE to the lowest compared entry with this formula, charge and spin: 158.4 kJ/mol
spin multiplicity: 1
HOMO level: -8.81 eV

6.
# C4H8O2

A 2-piece molecular cluster, C4H8O2 overall (wB97M-V/def2-TZVPD, OMol25).

XYZ file:
```
14
Properties=species:S:1:pos:R:3:forces:R:3:lowdin_charge:R:1
H 0.485507 -1.360390 1.262618 -0.1 0.1 -0.1 0.147
H -0.676391 0.465254 -1.012036 0.2 -0.1 0.2 0.146
O 2.271707 -0.151629 -1.176111 -0.2 -0.4 0.2 0.047
H -2.513711 0.734059 0.797600 0.0 -0.1 0.0 0.085
C -1.928272 -0.184311 0.696459 0.0 0.0 0.0 -0.035
C 0.584078 -0.640584 0.446584 0.2 -0.2 0.1 -0.234
H 1.121747 2.666808 -1.506696 0.0 0.0 0.0 0.043
C 1.692482 -0.962742 -0.498638 0.2 0.3 -0.3 -0.204
H 1.491770 2.168905 -1.094448 -0.1 0.1 -0.1 0.025
O 0.381317 0.714764 0.794753 0.1 0.1 0.1 -0.009
H 1.951609 -2.043474 -0.531285 0.0 0.1 -0.1 0.125
C -0.620782 0.096193 0.015465 -0.2 0.0 -0.1 -0.308
H -1.738337 -0.591931 1.693363 -0.1 0.1 -0.1 0.086
H -2.502724 -0.910922 0.112372 0.0 0.1 0.1 0.086
```
Positions in Å, forces in eV/Å.

Results
SMILES: C[C@H]1O[C@@H]1C=O.[H][H]
lowest unoccupied orbital energy: 0.0282 Ha
ΔE to the lowest compared entry with this formula, charge and spin: 299.5 kJ/mol
spin multiplicity: 1
HOMO level: -10.09 eV

7.
# C4H8O2

One molecule with the formula C4H8O2 in a non-equilibrium geometry (wB97M-V/def2-TZVPD, OMol25).

XYZ file:
```
14
Properties=species:S:1:pos:R:3:forces:R:3:lowdin_charge:R:1
O -1.477943 0.477055 -0.142228 2.5 -0.2 0.8 -0.185
H -0.273934 0.725642 1.577423 0.9 1.6 1.0 0.065
H -0.583996 1.601633 -1.725389 -0.6 -0.7 -0.2 0.107
H -0.595254 -0.364196 -1.858938 0.6 2.3 0.5 0.151
H 0.620142 -1.518963 1.647408 0.4 0.3 -1.4 0.133
H -1.476980 -0.507711 1.791050 0.7 0.5 -1.1 0.146
H 1.764789 1.141791 -1.386671 -1.3 -1.6 1.6 0.142
C 0.217198 -1.158735 0.641599 0.3 -2.0 0.3 -0.198
C -0.726434 -0.050298 1.068285 -3.1 -1.9 -2.4 -0.188
O 1.237823 -0.864782 -0.398621 -0.8 3.3 2.0 -0.183
C -0.452928 0.618364 -1.243974 0.2 -0.7 1.8 -0.143
H 1.078320 1.303303 0.431813 0.0 -1.9 -3.0 0.161
C 1.014727 0.639893 -0.617569 0.0 -0.1 -0.3 -0.143
H -0.345531 -2.042999 0.215812 0.3 1.1 0.5 0.135
```
Positions in Å, forces in eV/Å.

Results
SMILES: C1COCCO1
lowest unoccupied orbital energy: 0.0363 Ha
ΔE to the lowest compared entry with this formula, charge and spin: 354.9 kJ/mol
spin multiplicity: 1
HOMO level: -9.67 eV

8.
# C4H8O2

A 2-piece molecular cluster, C4H8O2 overall in a non-equilibrium geometry (wB97M-V/def2-TZVPD, OMol25).

XYZ file:
```
14
Properties=species:S:1:pos:R:3:forces:R:3:lowdin_charge:R:1
H 1.364347 -1.462304 -1.200323 -0.4 -0.2 0.0 0.106
O -2.718420 0.086860 0.272193 -0.5 0.2 -0.2 -0.057
O 0.226398 1.108285 0.580600 0.4 -0.2 0.0 0.020
H 0.678020 1.522219 1.326475 -0.3 0.1 0.1 0.111
H -0.090205 -0.429379 -2.832992 0.3 0.5 -0.1 0.061
C 0.008260 0.031605 -1.852239 -1.2 -0.6 -0.5 0.030
H 2.479612 0.052935 1.765343 -0.5 -0.2 0.8 0.059
C 1.800424 -0.590386 1.224732 -1.4 -0.4 -1.2 0.055
H -3.379547 -0.019177 0.967165 0.3 -0.1 -0.1 0.039
C 0.686433 -0.658342 -0.942286 -0.9 0.5 0.6 -0.143
H 1.934706 -1.670055 1.111918 0.8 0.5 0.0 0.061
C 0.793674 -0.126760 0.423798 2.4 0.6 0.3 -0.432
H -1.939331 -0.408489 0.528971 0.1 -0.1 0.2 0.010
H -0.648320 0.894691 -1.630255 0.7 -0.7 0.0 0.081
```
Positions in Å, forces in eV/Å.

Results
SMILES: C=CC(=C)O.O
lowest unoccupied orbital energy: 0.0254 Ha
ΔE to the lowest compared entry with this formula, charge and spin: 264.1 kJ/mol
spin multiplicity: 1
HOMO level: -8.47 eV

9.
# C4H8O2

A 2-piece molecular cluster, C4H8O2 overall (wB97M-V/def2-TZVPD, OMol25).

XYZ file:
```
14
Properties=species:S:1:pos:R:3:forces:R:3:lowdin_charge:R:1
C -0.971460 0.392194 -0.955851 0.0 -0.1 -0.2 -0.168
H 0.836402 -1.204288 -0.266815 0.1 0.0 -0.1 0.058
H -1.089935 -0.969547 0.787445 0.0 0.1 -0.3 0.055
O 1.069999 -0.705533 1.586363 0.5 0.4 0.1 -0.025
H -2.600376 -0.505336 -0.008154 -0.1 0.0 0.3 0.073
C -1.610917 -0.147606 0.289556 -0.1 -0.1 0.0 -0.113
H 2.022138 0.916651 2.305134 0.0 0.0 0.0 0.091
H -1.598763 1.099960 -1.490623 0.3 0.1 0.0 0.092
H 2.193484 0.543043 0.465526 -0.1 0.0 0.1 0.092
H 0.469282 0.504950 -2.490162 -0.1 -0.1 0.1 0.112
H -1.739951 0.646809 1.037544 -0.1 -0.2 -0.1 0.077
O 1.079899 -0.881090 -1.152976 -0.1 -0.1 0.1 -0.029
C 1.773847 0.268990 1.448056 -0.2 -0.3 0.1 -0.083
C 0.166349 0.040801 -1.555038 -0.2 0.2 -0.1 -0.233
```
Positions in Å, forces in eV/Å.

Results
SMILES: C/C=C\O.C=O
lowest unoccupied orbital energy: 0.0173 Ha
ΔE to the lowest compared entry with this formula, charge and spin: 209.6 kJ/mol
spin multiplicity: 1
HOMO level: -8.53 eV

10.
# C4H8O2

One molecule with the formula C4H8O2 in a non-equilibrium geometry (wB97M-V/def2-TZVPD, OMol25).

XYZ file:
```
14
Properties=species:S:1:pos:R:3:forces:R:3:lowdin_charge:R:1
C -0.159176 -0.439701 -0.204001 0.1 -0.1 0.2 -0.399
H 0.409036 1.334512 2.151074 -0.2 0.1 0.1 0.124
C -0.434920 1.031124 0.110425 0.0 0.0 0.0 -0.114
O 0.891885 -0.779600 0.755522 -0.4 -0.1 0.5 -0.086
H 1.400496 -1.085493 -1.144890 0.5 -0.2 -1.2 0.077
O -1.517370 0.722871 2.214160 0.4 0.3 -0.2 0.050
C -0.520463 1.061955 1.620757 -0.4 0.0 0.2 -0.274
H -1.058763 -1.032261 0.001477 0.2 0.1 0.0 0.146
H -0.023535 -1.534466 -2.145300 0.0 0.2 0.2 0.078
C 0.457329 -0.741292 -1.564580 0.2 0.0 0.1 -0.038
H 0.881995 -1.717991 0.986988 -0.2 0.2 -0.2 0.106
H 0.397970 1.638767 -0.258740 0.0 -0.1 0.1 0.120
H -1.367421 1.412160 -0.318918 0.1 -0.3 0.0 0.130
H 0.642938 0.129416 -2.203973 -0.2 -0.1 0.2 0.081
```
Positions in Å, forces in eV/Å.

Results
SMILES: C[C@@H](O)CC=O
lowest unoccupied orbital energy: 0.0317 Ha
ΔE to the lowest compared entry with this formula, charge and spin: 154.7 kJ/mol
spin multiplicity: 1
HOMO level: -9.61 eV